i) Here is 2 unconnected molecules or ions with the total composition C4H11N3 from OMol25. Energies are from ωB97M-V/def2-TZVPD.

Properties
**Charge**: 0
**HOMO level**: -8.0 eV
**SMILES**: C=C(N)/N=C/C.N

Atoms and positions in Å:
H: -0.7916 -1.3472 0.5796
H: 2.1698 -1.3674 -2.3538
C: -1.6479 -0.9487 -1.4006
H: 0.1146 0.8730 3.1906
H: 1.2259 -0.2316 -1.6433
H: 1.1494 2.5370 0.1467
H: -1.1421 0.0449 2.4504
C: 0.9284 2.0903 1.0990
H: 2.0813 -1.2763 -0.7316
H: 1.4537 2.4538 1.9624
H: -0.9782 -1.6041 -1.9588
N: -0.5680 0.6449 0.0211
N: -0.1951 0.3828 2.3653
H: -1.8879 -0.0761 -2.0022
H: -2.5583 -1.5043 -1.1730
C: 0.0671 1.0682 1.1765
C: -0.9606 -0.5439 -0.1498
N: 1.5396 -1.1953 -1.5787


ii) Here is a single C4H11N3 molecule from OMol25. Energies are from ωB97M-V/def2-TZVPD.

Properties
**Charge**: 0
**HOMO level**: -8.5 eV
**SMILES**: N/C=N/CCCN

Atoms and positions in Å:
H: 2.4039 1.9860 -0.5463
H: -2.8787 -1.8823 -1.5569
C: -0.5788 0.5298 0.7215
H: -1.9077 -3.1817 -1.0994
H: 0.1961 2.5101 0.8355
H: 3.4976 0.4477 0.8738
H: -0.0699 -0.1606 1.4026
H: 2.0759 -0.1923 1.4209
C: 1.7859 1.1938 -0.1345
H: -0.2964 -1.9748 -0.1467
N: 2.5076 0.5900 0.9594
H: 1.4968 0.4465 -0.8988
H: -1.3804 1.0830 1.2014
H: -0.0722 1.9527 -0.7558
C: -1.1841 -1.4170 -0.5054
N: -2.2078 -2.2417 -0.8895
C: 0.3637 1.6367 0.1960
N: -1.1912 -0.1659 -0.3924


Which one sits at the bottom of the stability order? ii) does.


i) Here is a molecular structure, C4H11N3 from OMol25. Energies are from ωB97M-V/def2-TZVPD.

Properties
**Charge**: 0
**HOMO level**: -8.7 eV

Atoms and positions in Å:
H: 2.0688 -0.3898 0.4998
H: -2.3348 -2.6050 -0.4954
H: 2.5930 0.9103 1.1081
N: -1.8304 -1.7730 -0.5729
H: 0.5126 1.9001 -0.6648
C: -2.3376 -0.7522 0.3528
H: -0.5361 -0.1122 -0.6532
N: 2.7585 0.3197 -1.2385
H: -3.3933 -0.6124 0.3577
C: -0.2643 0.0993 0.4110
N: -1.5703 0.3285 0.8339
H: 2.8338 1.4228 -0.4907
H: 0.3858 1.9149 0.9964
H: 0.2002 -0.7727 0.9422
H: -1.5140 -1.5854 0.6497
H: 2.2436 0.7838 -2.0333
C: 2.1571 0.6096 0.1316
C: 0.6841 1.2131 0.2088


ii) Here is 2 unconnected molecules or ions with the total composition C4H11N3 from OMol25. Energies are from ωB97M-V/def2-TZVPD.

Properties
**Charge**: 0
**HOMO level**: -8.6 eV
**SMILES**: [H]/N=C/NC.C=CN

Atoms and positions in Å:
H: -1.4913 1.6033 -0.3014
H: -3.6702 -1.6849 1.5840
H: 2.9581 1.0883 -1.1456
H: -1.3775 1.1374 -1.9856
H: 2.6544 0.2313 1.7645
C: 2.5946 0.1646 0.7182
C: 2.8962 1.2175 -0.1009
C: -1.2522 0.7783 -0.9619
C: -2.6455 -0.5242 0.5077
H: -2.5858 -0.8771 -1.4357
H: 2.4464 -1.7268 0.9195
H: 2.3982 -1.3087 -0.6730
N: 2.0776 -1.0574 0.2652
H: 3.0326 2.1558 0.4756
N: -2.3249 -0.1794 -0.7569
H: -0.2965 0.3866 -0.7898
N: -3.0360 -1.7352 0.7506
H: -2.3782 0.3308 1.1653


iii) Here is 2 unconnected molecules or ions with the total composition C4H11N3 from OMol25. Energies are from ωB97M-V/def2-TZVPD.

Properties
**Charge**: 0
**HOMO level**: -9.4 eV
**SMILES**: [H]/N=C/N.C=CCN

Atoms and positions in Å:
H: -1.0760 -0.9123 -3.5416
H: -1.0768 1.4006 -1.7728
H: 0.5097 1.2524 2.1178
C: 0.7122 0.5230 1.3328
H: 0.8273 -0.5575 3.7883
H: 0.8373 2.0008 -0.1308
N: -0.8974 0.0706 -3.3877
H: 0.0816 0.2994 -3.4575
H: 1.1343 0.2393 -0.6983
H: 1.5312 -1.4084 1.0772
H: -3.0841 0.6491 -1.1834
N: 1.4715 -0.9481 3.1095
C: -1.5722 0.5850 -2.2977
N: -2.6884 0.0995 -1.9392
C: 0.8628 -0.9089 1.7752
H: -0.1065 -1.4216 1.7264
H: 1.6360 -1.9072 3.3917
C: 0.8972 0.9442 0.0902


iv) Here is a single C4H11N3 molecule from OMol25. Energies are from ωB97M-V/def2-TZVPD.

Properties
**Charge**: 0
**HOMO level**: -8.0 eV
**SMILES**: C=CN[C@@H](N)CN

Atoms and positions in Å:
H: 2.2678 -0.6215 0.3512
H: 1.3136 1.3489 1.3228
C: -2.5906 -0.9702 1.2219
C: -1.6699 -1.0611 0.2740
H: 0.5196 -1.1840 -1.3741
H: -2.3803 -0.5462 2.1984
H: 2.4444 0.2924 -1.1640
C: 1.8149 0.1646 -0.2715
N: -0.3408 -0.7108 0.4368
H: 2.6295 1.8720 0.5019
N: 1.7083 1.4567 0.3950
C: 0.4152 -0.3038 -0.7243
H: -1.8999 -1.4876 -0.6858
N: -0.3014 0.7129 -1.4746
H: -3.5898 -1.3288 1.0661
H: -0.2093 -0.1044 1.2400
H: -0.2760 1.5846 -0.9513
H: 0.1449 0.8863 -2.3627


Which one sits at the bottom of the stability order? i) does.


i) Here is a molecular structure, CaIO4P from OMol25. Energies are from ωB97M-V/def2-TZVPD.

Properties
**Charge**: -2
**HOMO level**: 1.3 eV

Atoms and positions in Å:
P: -0.3778 0.7792 -1.1859
Ca: 0.5121 -1.0685 1.6876
O: -0.6443 2.2849 -1.3193
I: 1.2622 -2.7250 4.0686
O: -0.2953 0.5067 0.3893
O: 0.9952 0.3420 -1.8043
O: -1.4521 -0.1192 -1.8360


ii) Here is a molecular structure, CaIO4P from OMol25. Energies are from ωB97M-V/def2-TZVPD.

Properties
**Charge**: -2
**HOMO level**: 0.7 eV

Atoms and positions in Å:
O: -13.3916 22.3349 -2.1880
O: -13.2534 21.6184 -4.6232
O: -14.7033 20.3610 -2.9642
O: -12.0919 20.2082 -2.8468
P: -13.2785 21.0923 -3.2125
I: -13.6674 21.9258 1.0676
Ca: -15.3067 21.7459 -1.2743


Which one sits at the bottom of the stability order? i) does.


i) Here is 2 unconnected molecules or ions with the total composition C4H6N2O from OMol25. Energies are from ωB97M-V/def2-TZVPD.

Properties
**Charge**: 0
**HOMO level (spin up / spin down)**: -8.0 / -8.0 eV

Atoms and positions in Å:
H: -1.4521 0.0785 0.2243
N: 0.8811 1.6654 0.6572
C: 0.0305 -1.3323 -1.1004
C: 0.2555 0.5020 0.2376
H: -0.2759 -0.5304 1.9477
O: -1.7548 -1.2388 0.4067
H: 1.1996 2.2728 -0.0841
C: -0.4930 -1.4922 0.2410
C: 0.4469 -0.0410 -1.0989
H: -0.2268 -1.9500 -1.9504
H: 0.3935 2.1773 1.3792
N: 0.2510 -0.6727 1.0918
H: 0.7444 0.5612 -1.9516


ii) Here is a single C4H6N2O molecule from OMol25. Energies are from ωB97M-V/def2-TZVPD.

Properties
**Charge**: 0
**HOMO level**: -9.0 eV
**SMILES**: C=C/C=N\C(N)=O

Atoms and positions in Å:
H: -3.0079 0.7392 0.8929
H: 3.2795 -0.2894 -0.5018
H: -2.3186 -1.0450 0.4841
N: 0.8788 -0.7544 -0.6821
C: 1.4058 0.2804 0.1447
O: 0.7468 0.9924 0.8793
C: -0.3735 -0.9908 -0.5336
C: -1.4159 -0.4388 0.3294
C: -2.2015 0.6339 0.1651
H: -2.2064 1.2680 -0.7043
H: 3.2276 1.0275 0.6379
N: 2.7524 0.3975 0.0114
H: -0.7670 -1.8205 -1.1229


Which one sits at the bottom of the stability order? i) does.